1.
C33H80F3O23SV2 | ωB97M-V/def2-TZVPD

The total charge is +1. The energy is -152956.95047 eV. As for the gap between HOMO and LUMO: 6.35 eV. The HOMO energy comes out at -10.9 eV.

Each line ends with the Löwdin charge.
Cartesian coordinates (Å):
O  -15.4727  -18.6142  5.7764  -0.295
V  -15.6360  -18.9918  7.3631  1.037
O  -17.1260  -18.8318  7.7907  -0.257
O  -17.9857  -12.0681  8.0534  -0.253
V  -16.7220  -13.0124  8.3650  0.967
O  -15.4286  -12.3067  7.6449  -0.291
C  -12.9047  -15.3470  7.3603  -0.626
F  -13.3704  -15.3976  6.1603  0.190
F  -11.8312  -16.1618  7.6167  0.110
F  -12.4733  -14.1417  7.6159  0.179
S  -14.3598  -15.8193  8.6030  0.671
O  -13.7567  -16.0963  9.9331  -0.302
O  -15.2952  -14.6620  8.6650  -0.374
O  -15.0113  -16.9996  7.9631  -0.372
C  -18.5466  -15.3121  10.0370  -0.010
O  -18.2169  -14.8468  8.6940  -0.262
C  -18.8389  -15.5004  7.6181  -0.166
C  -17.8916  -15.4897  6.4593  -0.183
O  -17.2905  -14.2312  6.3813  -0.225
C  -16.4109  -14.0882  5.2503  -0.021
H  -18.1248  -16.3063  10.1848  0.084
H  -19.6220  -15.3661  10.2065  0.106
H  -18.0901  -14.6958  10.8115  0.069
H  -19.7374  -14.8939  7.5050  0.145
H  -19.2049  -16.5113  7.7976  0.138
H  -18.4516  -15.7673  5.5664  0.144
H  -17.1317  -16.2668  6.5417  0.109
H  -15.6590  -14.8771  5.2292  0.074
H  -15.9187  -13.1270  5.3982  0.098
H  -16.9398  -14.2258  4.3072  0.094
C  -11.4310  -13.6447  10.8249  -0.102
O  -10.3619  -13.0848  11.5600  -0.193
C  -10.5799  -12.7147  12.9707  -0.140
C  -9.5182  -11.7257  13.5117  -0.182
O  -8.2535  -12.3878  13.5655  -0.209
C  -7.0881  -11.6337  13.8111  -0.098
H  -11.0132  -14.0311  9.8952  0.084
H  -12.2347  -12.9479  10.5871  0.083
H  -11.7425  -14.4798  11.4523  0.058
H  -10.7495  -13.6207  13.5526  0.108
H  -11.5048  -12.1410  13.0302  0.112
H  -9.7625  -11.3893  14.5193  0.120
H  -9.4426  -10.7863  12.9641  0.121
H  -6.1961  -12.2219  13.5954  0.090
H  -7.1462  -11.4302  14.8803  0.085
H  -7.1212  -10.7165  13.2231  0.085
C  -15.5751  -8.6862  9.0898  -0.108
O  -16.3152  -9.7874  9.4395  -0.188
C  -16.5251  -9.9979  10.7964  -0.201
C  -17.3418  -11.2774  11.0734  -0.113
O  -16.6270  -12.4112  10.5431  -0.266
C  -15.4890  -12.7853  11.2797  -0.060
H  -16.1151  -7.7857  9.3824  0.090
H  -15.4438  -8.6182  8.0099  0.102
H  -14.6164  -8.6582  9.6076  0.094
H  -17.1146  -9.1311  11.0951  0.133
H  -15.6123  -9.9515  11.3904  0.124
H  -18.3057  -11.1610  10.5780  0.130
H  -17.6261  -11.4807  12.1058  0.136
H  -14.6636  -12.0868  11.1424  0.099
H  -15.2384  -13.7646  10.8719  0.078
H  -15.6163  -12.8810  12.3580  0.106
C  -8.0299  -17.1656  8.2401  -0.082
O  -8.5598  -17.5154  9.5142  -0.163
C  -8.7901  -18.8507  9.7687  -0.255
C  -9.2732  -19.1714  11.1348  -0.167
O  -10.7054  -18.9221  11.2419  -0.204
C  -10.9657  -17.5376  11.5873  -0.085
H  -7.0567  -17.6452  8.1351  0.092
H  -7.8012  -16.1036  8.1512  0.088
H  -8.6093  -17.5100  7.3834  0.071
H  -7.9250  -19.4861  9.5792  0.128
H  -9.4683  -19.2873  9.0356  0.115
H  -8.7895  -18.5727  11.9066  0.128
H  -9.0213  -20.1695  11.4931  0.129
H  -12.0208  -17.2896  11.4721  0.050
H  -10.5864  -16.8831  10.8025  0.082
H  -10.6231  -17.3117  12.5971  0.097
C  -13.4173  -15.5894  13.5490  -0.105
O  -14.6617  -15.1682  14.0252  -0.178
C  -15.7239  -15.9689  13.6562  -0.198
C  -17.1692  -15.5183  14.1779  -0.158
O  -17.8728  -14.7828  13.1871  -0.196
C  -19.1125  -14.4328  13.6962  -0.134
H  -13.1247  -16.5682  13.9291  0.096
H  -12.6562  -14.8726  13.8573  0.079
H  -13.3834  -15.5049  12.4628  0.055
H  -15.4900  -16.9443  14.0828  0.116
H  -15.7476  -16.1257  12.5778  0.107
H  -17.0213  -14.9551  15.0993  0.127
H  -17.6249  -16.4267  14.5719  0.119
H  -19.5712  -13.9713  12.8217  0.086
H  -19.2303  -13.7072  14.5010  0.096
H  -19.6888  -15.3122  13.9837  0.095
C  -17.1955  -17.5422  -0.5578  -0.064
O  -17.4056  -16.1802  -0.1012  -0.192
C  -17.7515  -15.9561  1.2351  -0.200
C  -16.6351  -16.3633  2.2681  -0.185
O  -15.3786  -15.7249  1.8968  -0.171
C  -14.3282  -16.3059  2.6926  -0.096
H  -16.3029  -18.0224  -0.1568  0.077
H  -17.1408  -17.6024  -1.6447  0.091
H  -18.0616  -18.0697  -0.1580  0.082
H  -18.6637  -16.5310  1.3947  0.116
H  -18.0008  -14.9030  1.3656  0.124
H  -16.5640  -17.4470  2.1754  0.108
H  -16.9454  -16.1891  3.2984  0.089
H  -14.7322  -16.4247  3.6980  0.053
H  -13.4012  -15.7368  2.6225  0.090
H  -14.1180  -17.3138  2.3346  0.085
C  -8.5168  -13.6344  2.4567  -0.119
O  -8.7217  -13.0795  3.7654  -0.180
C  -8.1825  -13.8038  4.9429  -0.124
C  -8.9440  -15.1054  5.2919  -0.222
O  -9.1701  -15.8973  4.1684  -0.186
C  -10.2633  -16.8535  4.3053  -0.061
H  -8.7920  -12.9379  1.6646  0.082
H  -9.1136  -14.5151  2.2192  0.068
H  -7.5009  -13.9149  2.1787  0.083
H  -8.3466  -13.1375  5.7898  0.121
H  -7.1219  -13.9994  4.7844  0.119
H  -9.8675  -14.8502  5.8116  0.112
H  -8.2931  -15.6353  5.9874  0.094
H  -9.9921  -17.5927  5.0590  0.073
H  -10.4796  -17.3880  3.3803  0.088
H  -11.2145  -16.3523  4.4846  0.070
C  -15.8151  -18.8133  10.7312  -0.019
O  -15.1801  -19.3258  9.5556  -0.300
C  -14.0526  -20.1544  9.7571  -0.126
C  -12.8726  -19.6147  8.8506  -0.103
O  -13.4240  -19.2924  7.5574  -0.281
C  -12.4243  -19.3430  6.5811  -0.080
H  -15.0391  -18.3291  11.3241  0.091
H  -16.1153  -19.6623  11.3455  0.110
H  -16.5988  -18.1388  10.3865  0.088
H  -14.2178  -21.2224  9.6154  0.134
H  -13.7501  -20.0963  10.8027  0.133
H  -11.9776  -20.2314  8.7687  0.135
H  -12.5490  -18.6904  9.3293  0.115
H  -12.6387  -18.7366  5.7011  0.095
H  -12.1920  -20.3222  6.1625  0.112
H  -11.5346  -18.8792  7.0071  0.089

---

2.
C6H21HfN4 | ωB97M-V/def2-TZVPD

The total charge is +1. The energy is -13818.86220 eV. As for the gap between HOMO and LUMO (alpha / beta): 6.00 / 6.00 eV. The HOMO energy (alpha / beta) comes out at -9.0 / -9.0 eV.

Each line ends with the Löwdin charge.
Cartesian coordinates (Å):
C  -1.0769  0.6843  -3.9153  -0.356
Hf  -0.6339  -0.0549  -1.9056  1.084
N  -2.8185  -0.7729  -1.6311  -0.022
H  1.1660  -0.0991  -2.2395  -0.038
H  0.9338  -0.9290  -1.7982  -0.050
H  -0.0708  0.8261  -4.3414  -0.023
H  -1.7144  1.5535  -4.1196  -0.019
H  -1.4409  -0.2120  -4.4369  -0.028
H  -3.3610  -0.1991  -0.9785  0.073
H  -2.8228  -1.7111  -1.2114  0.072
H  -3.4268  -0.8495  -2.4573  0.085
C  1.0457  -2.3625  1.9173  -0.020
N  1.0098  -0.8912  1.9302  -0.128
C  1.2381  -0.2365  3.2121  -0.028
C  0.4335  -0.2571  0.9304  -0.425
N  -0.1772  -0.9908  -0.0307  -0.089
N  0.3488  1.1078  0.8657  -0.118
C  1.4367  1.9680  1.3502  -0.033
C  -0.4626  1.6684  -0.2704  -0.135
H  1.5112  -2.6621  2.8575  0.093
H  1.6633  -2.7355  1.0843  0.108
H  0.0351  -2.8033  1.8704  0.105
H  2.2185  0.2566  3.2211  0.093
H  0.4398  0.4884  3.4352  0.105
H  1.2344  -1.0234  3.9665  0.093
H  0.1372  -1.9643  -0.0945  0.049
H  1.5891  2.7829  0.6350  0.100
H  1.1662  2.4014  2.3231  0.097
H  2.3860  1.4129  1.4369  0.103
H  0.1361  1.6637  -1.2660  0.049
H  -1.4916  1.2139  -0.2837  0.076
H  -0.6320  2.7264  -0.0557  0.124

---

3.
C31H33BrCl2N7O5V | ωB97M-V/def2-TZVPD

The total charge is +1. The energy relative to the best compared isomer or geometry (same formula, charge and spin) is 90.6 kJ/mol. The energy is -174125.42629 eV. As for the gap between HOMO and LUMO (alpha / beta): 6.30 / 7.76 eV. The HOMO energy (alpha / beta) comes out at -8.2 / -10.3 eV. Its spin multiplicity is 4. Its expectation value of S² is 3.77.

Each line ends with the Löwdin charge.
Cartesian coordinates (Å):
V  0.8372  -0.2498  -1.6989  1.010
O  -1.0957  -0.7966  -2.2894  -0.145
C  -1.3895  -2.1908  -2.3547  -0.119
C  -0.1631  -3.0285  -2.1044  -0.222
C  -0.2129  -4.4129  -2.2090  0.006
C  0.9226  -5.1440  -1.9204  -0.029
C  2.0788  -4.4749  -1.5385  -0.024
C  2.0485  -3.0984  -1.4730  -0.111
N  0.9510  -2.3876  -1.7582  0.019
H  -1.5527  -0.4321  -1.4826  0.058
H  -1.8035  -2.4128  -3.3408  0.141
H  -2.1493  -2.4176  -1.6016  0.138
H  -1.1323  -4.8975  -2.5073  0.126
H  0.9102  -6.2231  -1.9913  0.118
H  2.9890  -5.0051  -1.3012  0.116
H  2.9227  -2.5234  -1.1929  0.129
Cl  5.7649  -0.8492  4.0929  0.673
C  4.6935  -0.6795  2.7391  -0.669
C  5.0373  0.1618  1.6834  -0.109
C  4.1795  0.2933  0.6122  -0.569
Cl  4.6142  1.3555  -0.6811  0.731
C  2.9531  -0.3978  0.5401  -0.349
O  2.1858  -0.2016  -0.4866  -0.216
C  2.6231  -1.2376  1.6188  -0.110
C  1.3726  -2.0154  1.7426  -0.205
O  0.4751  -2.1165  0.9411  0.048
C  3.5033  -1.3675  2.7022  -0.074
H  5.9666  0.7122  1.6986  0.112
H  1.3249  -2.5817  2.6973  0.122
H  3.2399  -2.0271  3.5199  0.108
N  -3.0785  0.0025  -0.3918  0.064
C  -2.6501  0.3082  0.9771  -0.267
C  -3.4293  1.5323  1.5059  -0.132
C  -3.2045  2.0772  2.9132  -0.173
C  -3.3611  1.0744  4.0466  -0.159
N  -2.1077  0.3376  4.1496  0.086
C  -1.6239  -0.2388  5.2166  -0.439
N  -2.3301  -0.3516  6.3512  0.205
N  -0.3832  -0.7503  5.1630  0.203
C  -1.1312  0.4845  1.0089  -0.548
O  -0.5919  0.6167  2.1305  0.014
O  -0.5235  0.4702  -0.0837  -0.067
H  -3.0470  0.8706  -0.9253  0.090
H  -4.0491  -0.2916  -0.3972  0.101
H  -2.8593  -0.5754  1.5910  0.155
H  -4.4917  1.2873  1.3926  0.123
H  -3.2363  2.3562  0.8139  0.100
H  -3.9248  2.8828  3.0636  0.117
H  -2.2173  2.5370  2.9942  0.120
H  -4.2020  0.3958  3.8637  0.131
H  -3.5589  1.6082  4.9799  0.121
H  -1.4916  0.3973  3.2788  0.066
H  -3.2715  -0.0085  6.4018  0.110
H  -1.9334  -0.7632  7.1760  0.123
H  0.1890  -0.5355  4.3603  0.111
H  0.0737  -1.0899  5.9900  0.120
Br  -2.7657  5.7067  0.9531  0.744
C  -1.7268  4.5195  -0.0961  -0.709
C  -2.2339  4.0521  -1.2966  -0.132
C  -1.4948  3.1326  -2.0283  -0.030
C  -0.2565  2.6995  -1.5691  -0.282
C  0.2521  3.2051  -0.3783  -0.004
C  -0.4826  4.1119  0.3640  -0.109
N  0.4681  1.6998  -2.2608  -0.024
C  0.6538  1.9103  -3.5552  -0.083
C  1.3031  0.9094  -4.2998  -0.250
C  1.6398  1.0578  -5.6615  -0.015
C  2.3166  0.0665  -6.3068  -0.057
C  2.6675  -1.0933  -5.5859  -0.055
C  2.3001  -1.1918  -4.2736  -0.110
N  1.6191  -0.2326  -3.6056  0.005
H  -3.1997  4.3875  -1.6485  0.105
H  -1.8896  2.7331  -2.9557  0.121
H  1.2086  2.8477  -0.0203  0.126
H  -0.0967  4.4933  1.2987  0.108
H  0.3269  2.8290  -4.0324  0.136
H  1.3605  1.9718  -6.1671  0.119
H  2.5884  0.1696  -7.3477  0.111
H  3.2208  -1.8979  -6.0457  0.106
H  2.5614  -2.0750  -3.7075  0.099

---

4.
C4H8N2O | ωB97M-V/def2-TZVPD

The energy relative to the best compared isomer or geometry (same formula, charge and spin) is 307.2 kJ/mol. The energy is -9303.20970 eV. Its structure (SMILES) is C/N=C/N=C(\C)O. As for the gap between HOMO and LUMO: 9.91 eV. The HOMO energy comes out at -9.2 eV.

Each line ends with the Löwdin charge.
Cartesian coordinates (Å):
C  -2.7176  0.4342  -0.2685  -0.201
N  -1.4896  -0.0624  0.1461  -0.068
C  -0.4640  0.7276  -0.1924  -0.228
N  0.8908  1.0130  -0.0725  0.095
C  1.6973  0.0020  0.0625  -0.381
C  1.4801  -1.5297  0.4004  0.025
O  2.9885  0.3773  0.1048  0.068
H  -2.5432  1.4895  -0.4904  0.053
H  -3.1312  -0.2844  -1.0631  0.109
H  -3.2855  0.3211  0.6539  0.073
H  -0.8970  1.7371  -0.6068  0.110
H  2.0452  -1.6437  1.3943  0.113
H  1.9739  -2.2282  -0.3254  0.090
H  0.4044  -1.6503  0.3756  0.042
H  3.0479  1.2969  -0.1185  0.101

---

5.
C18H33ClN6 | ωB97M-V/def2-TZVPD

The total charge is +3. The energy is -40637.08687 eV. As for the gap between HOMO and LUMO (alpha / beta): 9.77 / 4.70 eV. The HOMO energy (alpha / beta) comes out at -17.1 / -17.1 eV. Its spin multiplicity is 2. Its expectation value of S² is 0.75.

Each line ends with the Löwdin charge.
Cartesian coordinates (Å):
C  -0.8716  -4.1732  -2.8214  -0.051
C  0.0440  -2.9469  -2.6540  -0.204
N  1.4375  -3.2393  -2.7346  -0.024
C  2.5102  -2.8629  -1.8866  0.001
C  3.6620  -3.5288  -2.2318  0.039
N  3.3340  -4.3829  -3.3140  -0.092
C  2.0173  -4.2739  -3.4973  0.026
C  4.2426  -5.1611  -4.1135  0.030
H  -1.9238  -3.9239  -2.6840  0.076
H  -0.6114  -4.9127  -2.0641  0.094
H  -0.7709  -4.5779  -3.8284  0.080
H  -0.1892  -2.5151  -1.6807  0.088
H  -0.3173  -2.1590  -3.3150  0.134
H  2.2152  -2.1770  -1.1063  0.049
H  4.6937  -3.6264  -1.9276  0.142
H  1.4145  -4.7541  -4.2539  0.165
H  3.7516  -6.0876  -4.4110  0.117
H  5.2281  -5.3373  -3.6825  0.117
H  4.3681  -4.5101  -4.9787  0.118
C  3.4383  2.7730  3.1708  -0.035
C  2.4359  2.3133  2.0955  -0.221
N  1.9951  3.4593  1.3058  -0.062
C  2.8004  4.3954  0.6412  0.045
C  1.9404  5.4501  0.1069  0.033
N  0.6559  5.1453  0.4355  -0.096
C  0.6744  3.9007  1.1217  0.044
C  -0.5614  5.9006  0.1251  0.015
H  3.4824  2.0515  3.9866  0.092
H  3.0198  3.7341  3.4695  0.090
H  4.4460  2.9444  2.7922  0.087
H  1.5470  1.8786  2.5528  0.097
H  2.7515  1.4785  1.4698  0.072
H  3.8574  4.2382  0.4847  0.136
H  2.1140  6.3747  -0.4236  0.144
H  -0.1657  3.2950  1.4278  0.140
H  -0.8150  5.7890  -0.9291  0.109
H  -0.4496  6.9814  0.2105  0.111
H  -1.3510  5.6551  0.8352  0.102
C  -2.9764  -1.2890  -0.6194  -0.042
C  -3.1128  -1.9222  0.7835  -0.172
N  -3.2845  -0.9073  1.7857  -0.074
C  -2.2497  -0.3898  2.5092  -0.020
C  -2.7386  0.7611  3.1195  0.007
N  -4.1167  0.8898  2.8854  -0.092
C  -4.4637  -0.1475  2.0009  0.108
C  -4.9033  2.0435  3.1488  0.002
H  -3.8807  -0.7401  -0.8821  0.085
H  -2.8393  -2.0724  -1.3647  0.065
H  -2.1059  -0.6355  -0.6772  0.059
H  -2.2098  -2.4921  1.0022  0.124
H  -3.8968  -2.6642  0.9349  0.141
H  -1.2536  -0.7917  2.3965  0.090
H  -2.2351  1.5397  3.6734  0.134
H  -5.3840  -0.3248  1.4642  0.168
H  -4.3982  2.8804  2.6666  0.112
H  -5.0220  2.1204  4.2296  0.120
H  -5.9081  1.9411  2.7388  0.115
Cl  0.9285  -0.4077  0.5103  0.264

---

6.
C6H17NO | ωB97M-V/def2-TZVPD

The energy relative to the best compared isomer or geometry (same formula, charge and spin) is 68.3 kJ/mol. The energy is -10034.87462 eV. Its structure (SMILES) is CCN(CC)CC.O. As for the gap between HOMO and LUMO: 9.85 eV. The HOMO energy comes out at -8.9 eV.

Each line ends with the Löwdin charge.
Cartesian coordinates (Å):
C  -0.9529  0.7566  2.4044  -0.091
C  -1.3086  0.1787  1.0520  -0.257
N  -0.2054  -0.1033  0.1057  -0.223
C  1.0237  -0.5841  0.7175  -0.271
C  2.1396  -0.7373  -0.2996  -0.080
C  -0.7039  -1.0215  -0.9383  -0.231
C  -0.2580  -0.6653  -2.3662  -0.079
H  -0.0645  0.3174  2.8702  0.061
H  -1.7838  0.6610  3.1046  0.075
H  -0.7296  1.8389  2.3333  0.082
H  -1.9026  -0.7307  1.2457  0.115
H  -1.9665  0.8500  0.5051  0.113
H  0.8882  -1.5345  1.2564  0.121
H  1.2831  0.1060  1.5127  0.094
H  2.0633  -1.6236  -0.9197  0.068
H  3.1090  -0.6427  0.2166  0.080
H  2.1104  0.1499  -0.9365  0.077
H  -1.7776  -0.8595  -0.9353  0.102
H  -0.5175  -2.0679  -0.7001  0.119
H  -0.0197  0.4027  -2.4397  0.069
H  -1.0663  -0.8615  -3.0506  0.064
H  0.6357  -1.1502  -2.7243  0.055
O  -0.1866  2.6349  -0.9784  -0.092
H  -0.2835  1.7042  -0.6894  -0.017
H  0.4738  2.9815  -0.3460  0.042

---

| no. | M (g mol⁻¹) |
| --- | --- |
| 1 | 1035.929 |
| 2 | 327.752 |
| 3 | 785.403 |
| 4 | 100.121 |
| 5 | 368.957 |
| 6 | 119.208 |